5 unconnected molecules or ions with the total composition C15H31N2O16S4 in a non-equilibrium geometry. Source: the Open Molecules 2025 dataset; level of theory: ωB97M-V/def2-TZVPD.

The value obtained for the gap between HOMO and LUMO is 1.739 eV. Its HOMO energy is -0.718 eV.

Structure (ORCA input):
```
! wB97M-V def2-TZVPD RIJCOSX def2/J DEFGRID3
* xyz -1 1
C -7.3718 4.6840 -3.3029
C -7.2558 3.8448 -2.0448
C -8.3764 2.8967 -1.6988
N -6.2490 3.9040 -1.2156
C -4.9321 3.9228 -1.6189
C -3.9684 4.4724 -0.5556
C -2.8306 3.5041 -0.1708
C -1.5696 3.6684 -0.9987
N -0.9619 5.0089 -0.8355
H -7.2053 5.7354 -3.0364
H -6.6767 4.4417 -4.1238
H -8.3890 4.6157 -3.6972
H -8.7158 3.0879 -0.6715
H -8.0358 1.8541 -1.7568
H -9.2542 3.0437 -2.3383
H -4.8037 4.4873 -2.5698
H -3.5492 5.4444 -0.8454
H -4.5546 4.6653 0.3478
H -3.2101 2.4836 -0.2546
H -2.5552 3.6608 0.8803
H -0.8209 2.9548 -0.6395
H -1.7420 3.4315 -2.0541
H -0.0307 4.9614 -1.2375
H -1.4660 5.6588 -1.4290
C 2.4417 -0.7630 -2.2208
C 1.2038 -0.8013 -1.3547
O 1.1081 0.5378 -0.8303
S 1.6489 1.5813 -1.9033
O 0.5646 2.1121 -2.6458
O 2.5998 2.4208 -1.2645
O 2.4084 0.5298 -2.8422
H 3.3476 -0.8352 -1.6186
H 2.4494 -1.5373 -2.9833
H 1.2848 -1.5251 -0.5557
H 0.2990 -0.9919 -1.9360
C -2.7828 -0.5185 -4.7727
C -2.1319 -1.7653 -5.3418
O -1.7812 -2.5372 -4.1824
S -2.8730 -2.2953 -3.0299
O -3.8210 -3.3512 -3.0374
O -2.1785 -1.9341 -1.8484
O -3.5464 -1.0086 -3.6644
H -2.0462 0.1955 -4.3997
H -3.4437 -0.0218 -5.4769
H -1.2380 -1.5519 -5.9212
H -2.8329 -2.3453 -5.9456
C 4.7089 -2.4935 2.9865
C 3.3876 -2.2087 3.6680
O 2.4405 -2.1764 2.5870
S 2.8722 -3.2048 1.4562
O 2.1590 -4.4222 1.5992
O 2.8685 -2.5090 0.2142
O 4.3680 -3.4343 1.9465
H 5.1192 -1.5965 2.5205
H 5.4406 -2.9289 3.6585
H 3.3743 -1.2586 4.1927
H 3.1038 -3.0106 4.3520
C 7.0085 -5.4265 7.2812
C 8.4001 -5.4545 6.6818
O 8.4137 -4.3260 5.7941
S 7.5157 -3.1530 6.3925
O 8.3285 -2.2125 7.0705
O 6.6104 -2.7362 5.3787
O 6.7405 -4.0290 7.4750
H 6.2648 -5.8307 6.5927
H 6.9444 -5.9446 8.2335
H 8.6046 -6.3617 6.1213
H 9.1708 -5.3090 7.4406
*
```

Atom charges from the Mulliken analysis, given in e for atoms 1 to 4:
1. C -1.08
2. C 0.67
3. C -1.09
4. N -0.40

---

A molecular structure, C27H45FMnN4O2Sb2Te. Source: the Open Molecules 2025 dataset; level of theory: ωB97M-V/def2-TZVPD.

The value obtained for the gap between HOMO and LUMO (spin up / spin down) is 5.726 / 7.554 eV. The relative energy (zero: lowest compared OMol25 entry of this formula, charge and spin) is 27.0 kJ/mol. Its HOMO energy (spin up / spin down) is -9.584 / -9.882 eV.

Structure (ORCA input):
```
! wB97M-V def2-TZVPD RIJCOSX def2/J DEFGRID3
* xyz 1 5
Mn -0.0529 1.1571 0.8880
C -1.8430 -4.5317 0.2573
Sb -1.8779 -2.3859 0.0460
C -0.2781 -2.4159 -1.3749
C -3.5294 -2.3880 -1.3856
C -3.0225 -2.2555 -2.7817
C -2.7105 -3.4008 -3.5144
C -2.1454 -3.3221 -4.7756
C -1.8879 -2.0769 -5.3339
C -2.2200 -0.9325 -4.6289
C -2.7915 -0.9981 -3.3579
C -3.1738 0.2709 -2.6589
Sb -1.6669 1.2478 -1.4567
C -2.7848 3.0421 -1.2247
C -0.4456 1.9128 -3.0624
H -2.2174 -4.9834 -0.6606
H -2.4570 -4.8621 1.0937
H -0.8150 -4.8665 0.4077
H -0.4436 -3.2236 -2.0899
H 0.6553 -2.5641 -0.8362
H -0.2051 -1.4748 -1.9145
H -4.2322 -1.6064 -1.1062
H -4.0228 -3.3478 -1.2313
H -2.9165 -4.3730 -3.0802
H -1.9143 -4.2264 -5.3229
H -1.4514 -1.9979 -6.3207
H -2.0537 0.0399 -5.0787
H -4.0400 0.1532 -2.0106
H -3.4195 1.0435 -3.3895
H -3.1770 3.3503 -2.1932
H -2.1304 3.8085 -0.8164
H -3.6079 2.8811 -0.5306
H -1.0764 2.4052 -3.8022
H 0.0758 1.0732 -3.5198
H 0.2803 2.6216 -2.6742
N -0.7120 0.3916 2.8968
C 0.4118 -0.4256 3.3734
C 0.0636 -1.4380 4.4605
C -0.8503 -2.6020 4.0674
C -0.2188 -3.6781 3.1782
N 1.1511 -4.0085 3.5473
C 1.5910 -5.0680 4.1841
N 0.7679 -6.0224 4.6342
N 2.9062 -5.1959 4.4062
C 1.1419 -1.0498 2.1726
O 2.0313 -1.8775 2.3813
O 0.7846 -0.6383 1.0165
H -0.9402 1.1412 3.5404
H -1.5503 -0.1704 2.7633
H 1.1452 0.2637 3.8045
H -0.4264 -0.8940 5.2713
H 0.9970 -1.8134 4.8835
H -1.7393 -2.2460 3.5372
H -1.2163 -3.0578 4.9903
H -0.1716 -3.3430 2.1414
H -0.8416 -4.5733 3.1728
H 1.8155 -3.2907 3.2178
H -0.2214 -5.9696 4.4782
H 1.1237 -6.8287 5.1150
H 3.5495 -4.5161 4.0378
H 3.2880 -6.0169 4.8394
C 3.0094 7.8999 -1.6586
C 2.8177 6.4697 -1.2400
C 2.4633 6.1426 0.0619
C 2.2969 4.8257 0.4703
C 1.9412 4.5474 1.9050
C 2.4841 3.8000 -0.4676
Te 2.3875 1.7892 0.1395
C 2.8525 4.1014 -1.7935
C 3.1460 3.0654 -2.8493
C 3.0072 5.4366 -2.1482
H 2.7162 8.5873 -0.8669
H 2.4201 8.1297 -2.5471
H 4.0554 8.0932 -1.9029
H 2.3096 6.9363 0.7843
H 1.7245 5.4774 2.4282
H 2.7707 4.0543 2.4168
H 1.0651 3.8995 1.9792
H 2.5329 2.1768 -2.7509
H 4.1876 2.7410 -2.7871
H 2.9918 3.4866 -3.8426
H 3.2884 5.6741 -3.1687
F -0.7488 2.8195 1.1676
*
```

Atom charges from the Mulliken analysis, given in e for atoms 1 to 4:
1. Mn 0.44
2. C -1.47
3. Sb 0.50
4. C -1.35

---

A molecular structure, C4H6N2O. Source: the Open Molecules 2025 dataset; level of theory: ωB97M-V/def2-TZVPD.

The value obtained for the gap between HOMO and LUMO is 9.258 eV. The relative energy (zero: lowest compared OMol25 entry of this formula, charge and spin) is 373.0 kJ/mol. Its HOMO energy is -8.584 eV.

Structure (ORCA input):
```
! wB97M-V def2-TZVPD RIJCOSX def2/J DEFGRID3
* xyz 0 1
C 0.6684 0.2440 2.1792
C 0.4800 0.8706 0.9698
C 1.0335 0.4426 -0.2757
N 0.4520 -0.1038 -1.2919
C -0.9008 -0.4049 -1.0459
N -1.5295 -0.8777 -2.1534
O -1.4582 -0.2691 0.0388
H 1.0239 -0.7867 2.2932
H 1.3893 1.2795 1.7799
H 0.3426 0.7308 3.0993
H 2.0765 0.7407 -0.4301
H -2.5254 -1.0181 -2.1245
H -1.0523 -0.8479 -3.0387
*
```

Atom charges from the Mulliken analysis, given in e for atoms 1 to 4:
1. C -0.40
2. C -0.12
3. C -0.10
4. N -0.60

---

A single C23H30N4O4S molecule. Source: the Open Molecules 2025 dataset; level of theory: ωB97M-V/def2-TZVPD.

The value obtained for the gap between HOMO and LUMO is 8.953 eV. The relative energy (zero: lowest compared OMol25 entry of this formula, charge and spin) is 97.4 kJ/mol. Its SMILES is COc1ccc(C)cc1N(CC(=O)NC1CCCC1)C(=O)CCC(=O)Nc1nc(C)cs1. Its HOMO energy is -8.417 eV.

Structure (ORCA input):
```
! wB97M-V def2-TZVPD RIJCOSX def2/J DEFGRID3
* xyz 0 1
C -3.5255 1.1427 1.6561
O -2.6225 0.2960 0.9795
C -1.3071 0.3689 1.3029
C -0.7789 1.0798 2.3739
C 0.5852 1.0938 2.5997
C 1.4652 0.4002 1.7810
C 2.9427 0.4828 2.0057
C 0.9358 -0.3372 0.7310
C -0.4260 -0.3481 0.4785
N -0.9601 -1.1242 -0.5835
C -1.7199 -2.3048 -0.1949
C -0.7965 -3.5315 -0.1256
O -0.4241 -4.0126 0.9247
N -0.4507 -3.9805 -1.3412
C 0.4741 -5.0689 -1.5621
C -0.1463 -6.1358 -2.4808
C 0.4014 -5.8109 -3.8673
C 1.8464 -5.4222 -3.5701
C 1.7404 -4.5758 -2.2990
C -0.7755 -0.8702 -1.8909
O -1.1740 -1.6341 -2.7602
C -0.0583 0.4200 -2.2657
C -0.9637 1.6529 -2.1047
C -0.7791 2.4788 -0.8515
O -1.7011 2.9567 -0.2248
N 0.5143 2.7458 -0.5068
C 0.8393 3.4888 0.5999
N 2.0527 3.6605 0.9971
C 2.0986 4.4335 2.1211
C 3.4191 4.7294 2.7439
C 0.8841 4.8519 2.5620
S -0.3911 4.2662 1.5507
H -3.5901 0.8917 2.7194
H -4.4919 0.9694 1.1860
H -3.2405 2.1902 1.5314
H -1.4274 1.6383 3.0288
H 0.9732 1.6639 3.4312
H 3.1758 0.4124 3.0657
H 3.3071 1.4450 1.6421
H 3.4642 -0.3105 1.4769
H 1.5872 -0.9250 0.0992
H -2.5065 -2.4697 -0.9354
H -2.1592 -2.1311 0.7862
H -0.7777 -3.4686 -2.1543
H 0.7040 -5.4702 -0.5721
H -1.2338 -6.1122 -2.4354
H 0.1897 -7.1261 -2.1725
H 0.3244 -6.6506 -4.5562
H -0.1337 -4.9611 -4.2937
H 2.3135 -4.8778 -4.3895
H 2.4345 -6.3202 -3.3753
H 2.6291 -4.6588 -1.6759
H 1.6089 -3.5243 -2.5603
H 0.8570 0.5115 -1.6829
H 0.2107 0.3114 -3.3181
H -0.7876 2.3381 -2.9396
H -2.0136 1.3575 -2.1472
H 1.2939 2.3713 -1.0275
H 3.8780 3.8078 3.0987
H 3.2985 5.4132 3.5789
H 4.0852 5.1719 2.0061
H 0.6670 5.4631 3.4136
*
```

Atom charges from the Mulliken analysis, given in e for atoms 1 to 4:
1. C -0.92
2. O -0.39
3. C 0.31
4. C -1.01

---

| no. | molecular weight (g/mol) |
| --- | --- |
| 1 | 623.68 |
| 2 | 902.74 |
| 3 | 98.10 |
| 4 | 458.58 |